{"formula": "C32H88N8O8", "method": "ωB97M-V/def2-TZVPD", "elements": ["C", "C", "C", "O", "C", "N", "H", "H", "H", "H", "H", "H", "H", "H", "H", "H", "H", "C", "C", "C", "O", "C", "N", "H", "H", "H", "H", "H", "H", "H", "H", "H", "H", "H", "C", "C", "C", "O", "C", "N", "H", "H", "H", "H", "H", "H", "H", "H", "H", "H", "H", "C", "C", "C", "O", "C", "N", "H", "H", "H", "H", "H", "H", "H", "H", "H", "H", "H", "C", "C", "C", "O", "C", "N", "H", "H", "H", "H", "H", "H", "H", "H", "H", "H", "H", "C", "C", "C", "O", "C", "N", "H", "H", "H", "H", "H", "H", "H", "H", "H", "H", "H", "C", "C", "C", "O", "C", "N", "H", "H", "H", "H", "H", "H", "H", "H", "H", "H", "H", "C", "C", "C", "O", "C", "N", "H", "H", "H", "H", "H", "H", "H", "H", "H", "H", "H"], "coordinates": [[0.6807, -4.6127, 3.7021], [0.7752, -4.1059, 5.1994], [1.6667, -2.8260, 5.4653], [1.4916, -2.3109, 6.7446], [1.9867, -3.1427, 7.8194], [-0.5306, -3.8647, 5.7799], [1.7384, -4.7572, 3.4821], [0.2414, -3.8991, 3.0050], [0.1477, -5.5622, 3.7540], [1.1955, -4.8471, 5.8791], [1.4709, -2.0690, 4.7059], [2.7054, -3.0834, 5.2583], [1.3033, -3.9893, 7.8855], [1.7557, -2.6564, 8.7671], [3.0314, -3.4004, 7.6454], [-0.8192, -4.6855, 6.2927], [-0.3913, -3.1819, 6.5110], [1.6924, 0.6031, -5.0172], [0.6330, 1.4120, -5.7323], [-0.1173, 0.5918, -6.8427], [-1.0829, 1.2768, -7.6069], [-1.7420, 0.3081, -8.3879], [-0.3286, 1.8490, -4.7977], [2.0073, 1.2828, -4.2254], [2.4316, 0.3917, -5.7898], [1.3592, -0.3306, -4.5641], [1.0844, 2.2227, -6.3041], [-0.5786, -0.2983, -6.4150], [0.5979, 0.2974, -7.6108], [-2.1390, -0.5307, -7.8162], [-1.0619, -0.1391, -9.1129], [-2.6065, 0.7382, -8.8937], [-1.2091, 2.1294, -5.2055], [0.0538, 2.5547, -4.1847], [-7.2299, -2.4815, 2.6246], [-7.3198, -1.2151, 1.7101], [-5.9379, -0.5393, 1.4338], [-6.0924, 0.4319, 0.3137], [-4.8394, 1.0087, 0.0129], [-7.9033, -1.5017, 0.4552], [-6.7997, -2.1597, 3.5730], [-6.6569, -3.3428, 2.2811], [-8.2122, -2.9270, 2.7817], [-7.8765, -0.4313, 2.2237], [-5.2057, -1.2823, 1.1175], [-5.6543, 0.0695, 2.2923], [-5.0009, 1.7993, -0.7200], [-4.1141, 0.2907, -0.3699], [-4.5575, 1.5646, 0.9071], [-7.5441, -2.3110, -0.0308], [-7.6207, -0.6783, -0.0569], [7.0457, 2.9674, 5.2655], [6.2449, 3.0123, 3.9333], [6.2692, 1.8508, 2.9113], [5.4377, 2.1532, 1.7847], [5.4617, 1.1842, 0.7936], [4.8116, 3.2129, 4.3145], [6.6652, 2.2297, 5.9720], [6.9972, 3.9257, 5.7826], [8.0803, 2.7856, 4.9746], [6.6370, 3.8823, 3.4065], [6.0597, 0.8465, 3.2795], [7.3213, 1.8652, 2.6270], [4.8754, 0.3058, 1.0636], [6.4575, 0.8832, 0.4683], [4.9638, 1.6365, -0.0641], [4.3935, 3.1038, 3.4016], [4.4729, 2.3651, 4.7465], [-3.9792, 4.6309, 0.5477], [-2.5601, 4.0855, 0.8014], [-1.5251, 5.1533, 1.1394], [-1.2465, 6.0040, 0.0304], [-0.1896, 6.8934, 0.1982], [-2.6706, 3.1497, 1.8460], [-4.6810, 3.8876, 0.1693], [-3.9041, 5.3468, -0.2707], [-4.3543, 5.0589, 1.4773], [-2.2529, 3.5619, -0.1039], [-0.5231, 4.7969, 1.3780], [-1.8098, 5.8022, 1.9677], [0.7850, 6.4456, 0.0040], [-0.1724, 7.3822, 1.1723], [-0.1773, 7.6407, -0.5952], [-3.6291, 2.8536, 1.7295], [-2.6143, 3.6660, 2.7122], [1.6192, -2.9369, 0.6396], [2.3406, -2.8376, -0.6833], [2.8352, -1.4157, -0.8472], [3.7075, -1.4254, -1.9761], [4.2532, -0.1157, -2.3737], [3.4652, -3.7604, -0.6780], [1.2387, -3.9150, 0.9341], [0.7312, -2.3063, 0.5981], [2.3079, -2.4584, 1.3359], [1.6903, -3.0809, -1.5236], [3.3104, -1.1648, 0.1010], [1.9918, -0.7253, -0.8626], [5.1378, -0.0089, -1.7459], [3.4609, 0.5685, -2.0701], [4.5542, -0.0554, -3.4196], [3.1854, -4.5526, -1.2384], [4.1165, -3.2492, -1.2565], [0.0770, 1.6757, -0.7372], [-0.3396, 0.5442, 0.2601], [0.1723, 0.6946, 1.7325], [1.6045, 0.4929, 1.8206], [2.1430, 1.0487, 3.0246], [-1.7683, 0.6614, 0.3021], [-0.2111, 2.6487, -0.3392], [-0.2162, 1.5112, -1.7741], [1.1629, 1.7235, -0.8185], [-0.0833, -0.4095, -0.2012], [-0.4917, 0.1398, 2.3954], [-0.0160, 1.7270, 2.0269], [1.8862, 0.5629, 3.9659], [1.9541, 2.1116, 3.1752], [3.2268, 1.0214, 2.9116], [-2.1833, 0.6885, -0.6183], [-1.8987, 1.4960, 0.8558], [-0.2692, -3.7707, -5.4652], [-1.7943, -3.6666, -5.5030], [-2.3703, -2.4527, -4.6670], [-1.7579, -2.3448, -3.4136], [-2.2083, -1.2217, -2.7270], [-2.2857, -3.8133, -6.8524], [0.1677, -3.8990, -4.4749], [0.1968, -2.8559, -5.8313], [0.0334, -4.5895, -6.1180], [-2.1414, -4.5766, -5.0135], [-3.4509, -2.5671, -4.5818], [-2.2875, -1.5761, -5.3094], [-1.6334, -1.2457, -1.8013], [-3.2398, -1.5122, -2.5275], [-2.1014, -0.2825, -3.2697], [-3.2956, -3.8131, -6.8400], [-2.0955, -2.9405, -7.3238]], "mulliken_spin": [-0.020, 0.003, -0.054, -0.094, 0.096, 0.022, 0.006, 0.009, -0.001, 0.007, 0.091, -0.007, 0.000, -0.016, -0.012, -0.012, 0.001, -0.065, 0.448, -0.173, -0.160, 0.118, -0.220, -0.121, -0.047, 0.103, 0.364, 0.115, -0.046, 0.019, 0.009, -0.031, 0.020, -0.080, 0.028, -0.023, 0.059, -0.269, -0.018, 0.018, -0.006, -0.010, 0.003, -0.013, 0.001, 0.006, 0.011, 0.044, 0.170, -0.014, 0.013, 0.010, 0.007, 0.137, -0.337, 0.167, 0.042, -0.015, 0.005, -0.008, 0.023, -0.013, 0.049, 0.116, -0.013, -0.031, 0.008, -0.005, 0.207, -0.535, 0.378, -0.533, 0.686, 0.051, -0.056, 0.037, 0.022, 0.009, 0.197, 0.057, -0.201, 0.020, -0.042, 0.043, -0.026, 0.049, 0.001, -0.272, -0.176, 0.343, 0.011, -0.011, 0.014, 0.022, -0.038, -0.036, 0.100, 0.047, 0.000, -0.041, -0.005, -0.004, 0.268, -0.233, 0.119, -0.361, 0.256, -0.115, 0.156, 0.071, -0.232, 0.016, 0.034, 0.141, -0.027, -0.065, 0.176, 0.033, -0.067, -0.034, -0.038, 0.094, -0.084, -0.187, 0.010, 0.010, 0.042, -0.014, -0.011, 0.007, 0.085, 0.097, 0.006, 0.116, -0.017, 0.004], "homo_ev": [0.812, -6.551], "de_lowest_kj_mol": 128.9, "spin_multiplicity": 2, "total_energy_ev": -62903.3508, "orbital_gap_ha": [0.051, 0.320], "fmax_ev_per_a": 2.78, "charge": -1, "s2": 0.75}

***

{"formula": "C32H88N8O8", "method": "ωB97M-V/def2-TZVPD", "elements": ["C", "O", "C", "C", "C", "N", "H", "H", "H", "H", "H", "H", "H", "H", "H", "H", "H", "C", "O", "C", "C", "C", "N", "H", "H", "H", "H", "H", "H", "H", "H", "H", "H", "H", "C", "O", "C", "C", "C", "N", "H", "H", "H", "H", "H", "H", "H", "H", "H", "H", "H", "C", "O", "C", "C", "C", "N", "H", "H", "H", "H", "H", "H", "H", "H", "H", "H", "H", "C", "O", "C", "C", "C", "N", "H", "H", "H", "H", "H", "H", "H", "H", "H", "H", "H", "C", "O", "C", "C", "C", "N", "H", "H", "H", "H", "H", "H", "H", "H", "H", "H", "H", "C", "O", "C", "C", "C", "N", "H", "H", "H", "H", "H", "H", "H", "H", "H", "H", "H", "C", "O", "C", "C", "C", "N", "H", "H", "H", "H", "H", "H", "H", "H", "H", "H", "H"], "coordinates": [[-4.9680, -19.9848, 3.6888], [-5.9152, -20.0524, 2.6749], [-7.1458, -19.3272, 2.9642], [-8.3306, -19.7700, 2.0255], [-8.0973, -19.3903, 0.6128], [-9.5700, -19.1328, 2.5303], [-5.2180, -19.6202, 4.6851], [-4.0087, -19.6797, 3.2709], [-4.5895, -21.0048, 3.7556], [-7.4683, -19.4558, 3.9975], [-6.9556, -18.2655, 2.8068], [-8.5322, -20.8384, 2.1027], [-7.5338, -18.4708, 0.4543], [-9.0528, -19.1383, 0.1528], [-7.5351, -20.1370, 0.0519], [-10.2599, -19.5165, 1.9004], [-9.6136, -18.1378, 2.3625], [-14.4800, -22.5639, 11.0926], [-14.2790, -21.3691, 10.3744], [-15.3179, -20.3427, 10.5478], [-15.0347, -18.9184, 9.9923], [-15.8988, -17.7756, 10.6157], [-15.2815, -19.0151, 8.5239], [-13.7072, -22.7188, 11.8455], [-14.2703, -23.3750, 10.3954], [-15.4580, -22.4103, 11.5487], [-16.2689, -20.6892, 10.1431], [-15.4229, -20.1052, 11.6064], [-13.9880, -18.6142, 9.9842], [-15.6334, -17.7468, 11.6725], [-16.9293, -17.9919, 10.3338], [-15.5865, -16.8947, 10.0548], [-16.2511, -18.9722, 8.2442], [-15.0916, -19.8947, 8.0653], [-12.9769, -23.9256, 0.5936], [-14.0707, -23.2025, 1.1022], [-14.1825, -23.2472, 2.4997], [-15.3358, -22.3716, 3.0453], [-14.9638, -20.9354, 3.1141], [-15.7134, -22.9066, 4.4152], [-12.0419, -23.5326, 0.9929], [-12.8393, -23.8792, -0.4867], [-13.1105, -24.9437, 0.9594], [-14.4489, -24.2696, 2.7678], [-13.2993, -22.9537, 3.0672], [-16.1111, -22.4843, 2.2875], [-14.1836, -20.7288, 3.8468], [-15.8280, -20.2910, 3.2756], [-14.5444, -20.6744, 2.1425], [-16.6776, -22.6349, 4.5436], [-15.6607, -23.9095, 4.5228], [-8.2858, -27.7466, 0.3147], [-7.1419, -28.1587, -0.4361], [-7.2944, -29.2926, -1.2506], [-6.0558, -29.8335, -1.9577], [-6.1658, -31.1746, -2.6451], [-4.9791, -29.8682, -0.9704], [-8.7367, -28.5422, 0.9080], [-9.0896, -27.4115, -0.3408], [-8.1495, -26.9024, 0.9906], [-7.7746, -30.0759, -0.6642], [-8.0339, -29.1697, -2.0419], [-5.9928, -29.0172, -2.6772], [-7.0921, -31.2586, -3.2136], [-6.1503, -31.9546, -1.8840], [-5.2946, -31.3877, -3.2646], [-5.1352, -30.6485, -0.3485], [-5.0607, -29.0730, -0.3531], [-19.7260, -24.1372, 11.4232], [-20.5625, -24.3170, 10.2961], [-21.6173, -23.3314, 10.2015], [-22.4026, -23.4440, 8.8808], [-21.6423, -22.9613, 7.5998], [-23.5696, -22.5074, 8.8421], [-19.2047, -23.1954, 11.2516], [-19.0265, -24.9564, 11.5896], [-20.3675, -24.0210, 12.2967], [-22.2212, -23.5217, 11.0887], [-21.1562, -22.3445, 10.2415], [-22.8054, -24.4537, 8.8018], [-20.6154, -23.3238, 7.5535], [-21.5676, -21.8755, 7.5409], [-22.0493, -23.2380, 6.6272], [-23.5269, -22.0453, 7.9450], [-24.4190, -23.0260, 9.0144], [-11.9627, -24.8863, 6.7292], [-12.3646, -26.1430, 6.1232], [-13.0350, -26.9774, 7.0795], [-13.5502, -28.2389, 6.2820], [-13.8521, -29.3997, 7.2231], [-12.6512, -28.6418, 5.2933], [-11.0895, -24.9470, 7.3787], [-12.7827, -24.3914, 7.2495], [-11.6833, -24.3006, 5.8534], [-12.5234, -27.2958, 7.9878], [-13.9295, -26.4980, 7.4772], [-14.4489, -27.8975, 5.7683], [-14.4974, -29.0919, 8.0458], [-12.9224, -29.8090, 7.6185], [-14.2219, -30.2409, 6.6368], [-11.7774, -28.3334, 5.6950], [-12.8807, -27.9301, 4.6144], [-12.9903, -16.9966, -2.0062], [-13.3623, -18.3222, -2.4466], [-14.7383, -18.6603, -2.1715], [-15.8280, -17.9263, -3.0427], [-17.2142, -18.6572, -3.1153], [-15.3455, -17.8854, -4.4124], [-13.2436, -16.2220, -2.7300], [-11.9038, -16.9132, -1.9802], [-13.4143, -16.5922, -1.0870], [-14.9525, -19.7270, -2.2373], [-15.0558, -18.5316, -1.1368], [-15.7293, -16.8885, -2.7245], [-17.4757, -18.7919, -2.0657], [-17.2622, -19.5937, -3.6710], [-17.9880, -17.9840, -3.4842], [-15.7557, -18.6611, -4.9125], [-14.3596, -17.7474, -4.5826], [-11.9626, -26.9035, -5.1610], [-10.8563, -27.7549, -5.4988], [-9.7455, -26.9564, -5.8904], [-8.7698, -27.9773, -6.3412], [-7.3353, -27.4336, -6.3852], [-9.2365, -28.7139, -7.5113], [-12.1580, -26.3597, -6.0852], [-11.7648, -26.1836, -4.3668], [-12.7202, -27.6718, -5.0065], [-9.9029, -26.1816, -6.6407], [-9.3745, -26.5108, -4.9674], [-8.6453, -28.7643, -5.5974], [-7.3898, -26.6064, -7.0928], [-6.5069, -28.1027, -6.6177], [-6.9470, -27.0312, -5.4495], [-10.1625, -29.0144, -7.2422], [-9.4032, -28.0978, -8.2941]], "lowdin_charge": [-0.146, -0.184, -0.159, -0.424, -0.085, 0.020, 0.094, 0.080, 0.078, 0.112, 0.119, 0.137, 0.080, 0.071, 0.083, 0.058, 0.067, -0.112, -0.203, -0.179, -0.398, -0.047, 0.000, 0.078, 0.081, 0.080, 0.122, 0.107, 0.130, 0.076, 0.075, 0.076, 0.053, 0.061, -0.107, -0.181, -0.226, -0.419, -0.080, 0.039, 0.082, 0.088, 0.085, 0.114, 0.128, 0.132, 0.084, 0.077, 0.077, 0.059, 0.051, -0.096, -0.178, -0.248, -0.444, -0.055, 0.042, 0.083, 0.079, 0.085, 0.121, 0.118, 0.132, 0.079, 0.075, 0.082, 0.066, 0.059, -0.113, -0.216, -0.182, -0.372, -0.075, 0.016, 0.079, 0.088, 0.080, 0.119, 0.120, 0.131, 0.069, 0.074, 0.074, 0.045, 0.065, -0.079, -0.204, -0.196, -0.491, -0.070, 0.043, 0.084, 0.082, 0.083, 0.120, 0.114, 0.133, 0.076, 0.075, 0.075, 0.078, 0.073, -0.106, -0.179, -0.202, -0.409, -0.050, 0.013, 0.075, 0.082, 0.087, 0.115, 0.109, 0.121, 0.069, 0.078, 0.074, 0.057, 0.066, -0.085, -0.210, -0.231, -0.466, -0.061, 0.052, 0.082, 0.086, 0.093, 0.133, 0.128, 0.132, 0.072, 0.075, 0.071, 0.062, 0.067], "homo_ev": -8.653, "de_lowest_kj_mol": 647.3, "total_energy_ev": -62902.0585, "orbital_gap_ha": 0.327, "fmax_ev_per_a": 3.12}